No. 1
The following is a DFT calculation (wB97M-V/def2-TZVPD) of 4 unconnected molecules or ions with the total composition C15H38N2O5S at a distorted geometry.

## Properties
* HOMO level: -0.3350 hartree
* lowest unoccupied orbital energy: 0.598 eV

Structure (ORCA input):
```
! RIJCOSX wB97M-V def2-TZVPD def2/J DEFGRID3
* xyz 0 1
S 17.69 -3.72 2.78
O 15.96 6.92 4.45
O 25.77 -1.56 4.87
O 18.98 -1.09 5.04
O 18.73 -3.95 1.77
O 16.94 -2.47 2.74
N 25.53 0.79 3.04
N 16.30 5.96 7.21
C 16.62 -5.96 3.87
C 25.44 -2.20 6.08
C 18.01 -5.69 4.52
C 20.34 -0.86 3.13
C 24.97 -0.56 2.75
C 19.41 -0.11 4.07
C 18.31 -4.21 4.40
C 16.85 5.33 6.01
C 24.66 -1.20 4.11
C 16.58 -5.19 2.55
C 17.08 3.83 6.17
C 20.00 1.05 4.86
C 25.95 -1.41 1.94
C 15.98 5.53 4.76
C 15.70 7.22 3.11
H 15.82 6.78 6.82
H 14.73 6.83 2.78
H 17.93 -6.04 5.55
H 17.78 5.82 5.70
H 18.44 -0.62 5.68
H 16.12 3.33 6.36
H 26.21 -1.00 0.96
H 16.47 -7.03 3.77
H 15.88 -5.63 4.61
H 18.64 0.31 3.40
H 17.79 -3.58 5.13
H 16.54 5.04 3.94
H 26.10 1.15 2.28
H 26.28 -2.14 6.77
H 16.52 6.86 2.47
H 19.28 1.52 5.54
H 14.93 5.22 4.81
H 24.04 -0.37 2.21
H 17.42 3.33 5.26
H 15.77 8.29 2.91
H 26.14 0.63 3.83
H 20.90 0.88 5.43
H 25.44 -2.36 1.73
H 20.51 -0.19 2.29
H 23.92 -1.97 3.87
H 24.14 -0.37 4.59
H 15.51 5.36 7.46
H 15.63 -4.86 2.15
H 17.76 3.58 6.98
H 21.31 -1.07 3.60
H 20.21 1.90 4.19
H 25.21 -3.26 5.91
H 19.33 -3.87 4.58
H 18.77 -6.32 4.04
H 20.01 -1.85 2.82
H 17.05 -5.70 1.71
H 26.90 -1.59 2.43
H 24.52 -1.77 6.50
*
```

No. 2
The following is a DFT calculation (wB97M-V/def2-TZVPD) of 2 unconnected molecules or ions with the total composition C10H11N2O2 at a distorted geometry.

## Properties
* HOMO level (spin up / spin down): -0.4251 / -0.4251 hartree
* lowest unoccupied orbital energy (spin up / spin down): -4.403 / -4.402 eV
* energy relative to the best compared isomer or geometry (same formula, charge and spin): 386.9 kJ/mol

Structure (ORCA input):
```
! RIJCOSX wB97M-V def2-TZVPD def2/J DEFGRID3
* xyz 1 1
O 1.83 2.23 0.09
O 3.02 0.21 0.13
N 0.64 -2.54 -0.53
N -1.48 -1.79 0.35
C -0.09 -1.57 0.48
C -3.76 0.94 -0.14
C -3.39 -0.34 0.05
C -0.99 0.42 0.20
C -2.82 2.06 -0.05
C 4.39 0.61 0.14
C 2.05 1.09 0.16
C 0.20 -0.18 0.30
C -1.44 1.80 0.00
C -2.03 -0.60 0.27
H -4.76 1.17 -0.27
H 4.80 0.63 1.05
H -3.05 3.18 -0.22
H 4.90 -0.05 -0.64
H 0.15 -1.90 1.54
H 4.40 1.49 -0.49
H 0.76 -1.98 -1.43
H -4.02 -1.16 0.07
H -0.13 -3.21 -0.64
H -0.68 2.59 -0.09
H 1.49 -3.09 -0.31
*
```